1.
Density functional theory data (ωB97M-V with the def2-TZVPD basis set) for a molecular structure, C55H62N2O4S4SiTi in a non-equilibrium geometry.

```
129
Properties=species:S:1:pos:R:3
Ti -1.09 -0.93 -0.25
C 4.03 -0.62 5.45
C 3.50 0.34 4.38
C 4.69 0.97 3.65
C 2.72 1.45 5.09
C 2.61 -0.38 3.36
C 1.72 0.35 2.58
C 0.99 -0.27 1.59
N 0.03 0.28 0.77
C -0.63 1.50 1.03
C -0.03 2.73 1.16
C -0.83 3.85 1.38
C -2.20 3.67 1.46
C -2.85 2.43 1.31
C -2.03 1.33 1.05
O -2.43 0.09 0.76
C -4.38 2.43 1.33
C -4.87 3.21 2.56
C -4.88 3.12 0.05
C -5.03 1.05 1.39
C -0.15 5.22 1.45
C 0.88 5.23 2.58
C 0.56 5.50 0.12
C -1.15 6.35 1.71
C 1.08 -1.67 1.39
O 0.21 -2.15 0.48
C 1.94 -2.43 2.18
C 2.71 -1.74 3.14
C 1.94 -3.96 2.15
C 3.05 -4.57 3.00
C 2.11 -4.48 0.72
C 0.59 -4.43 2.70
H 4.56 -0.05 6.22
H 4.73 -1.34 5.04
H 3.22 -1.16 5.93
H 5.34 1.51 4.34
H 4.35 1.66 2.88
H 5.29 0.20 3.16
H 3.33 1.89 5.89
H 1.80 1.07 5.52
H 2.45 2.26 4.41
H 1.59 1.42 2.72
H 1.04 2.80 1.04
H -2.83 4.54 1.60
H -4.51 4.24 2.58
H -4.54 2.72 3.48
H -5.96 3.24 2.56
H -4.53 4.16 -0.01
H -5.97 3.12 0.02
H -4.52 2.59 -0.83
H -4.70 0.49 2.26
H -4.83 0.46 0.50
H -6.12 1.19 1.46
H 1.64 4.46 2.42
H 0.41 5.04 3.54
H 1.39 6.20 2.63
H 1.34 4.77 -0.08
H 1.01 6.50 0.13
H -0.15 5.45 -0.71
H -1.69 6.20 2.65
H -1.88 6.43 0.91
H -0.62 7.30 1.78
H 3.39 -2.32 3.74
H 4.03 -4.21 2.70
H 3.03 -5.65 2.88
H 2.92 -4.36 4.07
H 3.06 -4.17 0.29
H 1.32 -4.11 0.08
H 2.07 -5.58 0.73
H 0.45 -4.08 3.72
H 0.53 -5.52 2.69
H -0.22 -4.03 2.09
O -2.34 -2.44 1.50
C -2.75 -3.59 0.80
C -2.60 -3.55 -0.71
C -2.96 -4.65 -1.46
C -2.94 -4.54 -2.84
C -2.64 -3.33 -3.44
C -2.30 -2.27 -2.62
N -2.22 -2.41 -1.29
H -2.87 -1.65 1.26
H -3.81 -3.81 1.00
H -2.16 -4.42 1.19
H -3.26 -5.57 -0.96
H -3.21 -5.40 -3.46
H -2.67 -3.17 -4.51
H -2.08 -1.28 -3.02
O -5.28 2.32 -6.06
C -4.87 1.76 -5.07
S -3.35 2.14 -4.28
C -3.41 0.93 -2.98
C -4.53 0.16 -2.93
S -5.09 -1.05 -1.80
S -5.69 0.45 -4.24
S -2.02 1.11 -1.91
C 3.15 -4.63 -3.04
C 1.78 -4.68 -2.80
C 1.09 -3.52 -2.48
C 1.72 -2.27 -2.43
C 3.09 -2.25 -2.69
C 3.80 -3.41 -2.98
Si 0.66 -0.67 -2.27
C 1.95 0.67 -1.84
C 2.84 0.42 -0.79
C 3.74 1.38 -0.35
C 3.78 2.63 -0.95
C 2.92 2.89 -2.01
C 2.03 1.92 -2.45
C 0.25 -0.46 -4.14
C -0.27 0.72 -4.70
C -0.54 0.84 -6.06
C -0.32 -0.23 -6.92
C 0.18 -1.41 -6.40
C 0.47 -1.51 -5.04
H 3.70 -5.54 -3.27
H 1.26 -5.63 -2.82
H 0.03 -3.60 -2.27
H 3.62 -1.31 -2.68
H 4.87 -3.35 -3.17
H 2.83 -0.54 -0.29
H 4.40 1.15 0.48
H 4.47 3.39 -0.60
H 2.94 3.86 -2.50
H 1.37 2.16 -3.27
H -0.52 1.54 -4.05
H -0.96 1.76 -6.43
H -0.55 -0.14 -7.97
H 0.36 -2.26 -7.04
H 0.87 -2.45 -4.68
```

Computed properties:
Net charge ... -2

2.
Density functional theory data (ωB97M-V with the def2-TZVPD basis set) for a molecular structure, C55H62N2O4S4SiTi in a non-equilibrium geometry.

```
129
Properties=species:S:1:pos:R:3
Ti 0.36 -0.42 0.86
C -2.61 5.03 -3.65
C -2.99 4.54 -2.24
C -4.34 3.83 -2.35
C -3.17 5.75 -1.32
C -1.89 3.63 -1.69
C -2.14 2.31 -1.32
C -1.11 1.52 -0.83
N -1.14 0.20 -0.39
C -2.29 -0.58 -0.46
C -3.31 -0.53 -1.40
C -4.36 -1.46 -1.35
C -4.33 -2.43 -0.37
C -3.28 -2.56 0.55
C -2.25 -1.62 0.49
O -1.16 -1.64 1.24
C -3.36 -3.70 1.57
C -4.58 -3.49 2.47
C -2.13 -3.82 2.48
C -3.50 -5.05 0.84
C -5.52 -1.42 -2.36
C -5.41 -0.25 -3.33
C -5.54 -2.72 -3.17
C -6.85 -1.28 -1.61
C 0.18 2.06 -0.66
O 1.06 1.18 -0.15
C 0.45 3.39 -1.00
C -0.61 4.13 -1.55
C 1.81 4.09 -0.86
C 2.49 4.11 -2.23
C 2.75 3.42 0.14
C 1.61 5.54 -0.37
H -3.39 5.69 -4.05
H -2.48 4.18 -4.32
H -1.67 5.59 -3.63
H -5.09 4.52 -2.75
H -4.69 3.48 -1.37
H -4.28 2.97 -3.02
H -3.96 6.41 -1.69
H -2.25 6.33 -1.24
H -3.44 5.43 -0.31
H -3.15 1.93 -1.36
H -3.27 0.19 -2.20
H -5.14 -3.15 -0.33
H -4.49 -2.55 3.01
H -4.67 -4.30 3.20
H -5.51 -3.45 1.89
H -1.95 -2.90 3.05
H -1.22 -4.02 1.91
H -2.29 -4.64 3.18
H -4.40 -5.09 0.22
H -3.55 -5.87 1.56
H -2.64 -5.22 0.19
H -4.50 -0.32 -3.93
H -5.40 0.70 -2.81
H -6.26 -0.26 -4.02
H -4.60 -2.84 -3.72
H -6.36 -2.72 -3.89
H -5.65 -3.59 -2.52
H -6.86 -0.36 -1.02
H -7.01 -2.12 -0.92
H -7.69 -1.25 -2.31
H -0.42 5.15 -1.84
H 2.70 3.09 -2.57
H 3.44 4.65 -2.18
H 1.86 4.60 -2.98
H 3.02 2.42 -0.18
H 2.29 3.34 1.13
H 3.66 4.01 0.22
H 1.10 6.17 -1.11
H 2.58 5.99 -0.17
H 1.02 5.55 0.55
O 1.13 -0.26 -2.76
C 0.31 -1.39 -2.67
C 0.82 -2.49 -1.76
C 1.18 -3.70 -2.33
C 1.53 -4.78 -1.53
C 1.51 -4.61 -0.16
C 1.18 -3.36 0.34
N 0.86 -2.31 -0.42
H 1.05 0.27 -1.92
H 0.25 -1.80 -3.68
H -0.71 -1.13 -2.36
H 1.15 -3.80 -3.41
H 1.81 -5.73 -1.97
H 1.77 -5.40 0.52
H 1.14 -3.20 1.41
O -0.07 1.19 7.82
C 0.03 0.92 6.64
S 0.74 -0.57 6.03
C 0.41 -0.30 4.32
C -0.23 0.84 4.00
S -0.55 1.38 2.39
S -0.67 1.89 5.34
S 1.01 -1.44 3.17
C 6.01 1.38 -2.04
C 4.98 0.53 -2.40
C 4.17 -0.04 -1.43
C 4.34 0.22 -0.07
C 5.39 1.08 0.27
C 6.22 1.65 -0.69
Si 3.12 -0.53 1.23
C 3.72 0.38 2.80
C 3.04 1.50 3.27
C 3.46 2.19 4.40
C 4.59 1.77 5.09
C 5.30 0.66 4.64
C 4.86 -0.02 3.51
C 3.92 -2.29 1.39
C 4.52 -2.90 0.28
C 5.03 -4.19 0.33
C 4.96 -4.93 1.50
C 4.39 -4.34 2.63
C 3.89 -3.05 2.57
H 6.65 1.84 -2.79
H 4.79 0.31 -3.45
H 3.36 -0.68 -1.75
H 5.56 1.33 1.31
H 7.02 2.32 -0.39
H 2.15 1.84 2.75
H 2.90 3.04 4.75
H 4.92 2.29 5.99
H 6.18 0.32 5.17
H 5.42 -0.89 3.17
H 4.60 -2.36 -0.65
H 5.48 -4.62 -0.56
H 5.35 -5.94 1.55
H 4.34 -4.89 3.56
H 3.45 -2.62 3.46
```

Computed properties:
Net charge ... -2

3.
Density functional theory data (ωB97M-V with the def2-TZVPD basis set) for a gas-phase ion, C55H64N5 (charge +1) in a non-equilibrium geometry.

```
124
Properties=species:S:1:pos:R:3
C 1.21 1.66 -2.68
C 0.09 0.95 -3.42
C 0.49 0.60 -4.86
C -1.20 1.76 -3.39
C -1.27 2.96 -4.13
C -2.49 3.60 -4.32
C -3.66 3.01 -3.83
C -3.62 1.84 -3.06
C -4.91 1.21 -2.56
C -6.15 1.54 -3.40
C -5.15 1.59 -1.10
C -2.35 1.32 -2.72
N -2.30 0.11 -1.90
N -2.84 -0.98 -2.53
N -2.42 -2.04 -1.82
C -2.61 -3.40 -2.30
C -1.49 -4.16 -2.66
C -0.12 -3.49 -2.86
C 0.09 -3.17 -4.34
C 1.05 -4.27 -2.26
C -1.64 -5.52 -2.94
C -2.91 -6.11 -2.94
C -4.03 -5.33 -2.68
C -3.89 -3.96 -2.39
C -5.14 -3.13 -2.07
C -5.49 -3.20 -0.59
C -6.35 -3.53 -2.93
C -1.76 -1.64 -0.69
C -1.35 -2.62 0.33
C -1.56 -0.32 -0.74
C -0.92 0.59 0.30
H 0.94 1.78 -1.62
H 2.13 1.07 -2.72
H 1.41 2.65 -3.10
H -0.14 0.02 -2.89
H -0.32 0.05 -5.36
H 0.70 1.51 -5.44
H 1.39 -0.04 -4.88
H -0.36 3.40 -4.53
H -2.53 4.55 -4.85
H -4.59 3.51 -4.00
H -4.76 0.13 -2.60
H -5.98 1.32 -4.46
H -7.00 0.93 -3.07
H -6.44 2.59 -3.30
H -4.27 1.36 -0.49
H -5.36 2.67 -1.01
H -6.01 1.04 -0.70
H -0.17 -2.53 -2.32
H -0.76 -2.57 -4.72
H 1.01 -2.59 -4.51
H 0.13 -4.10 -4.93
H 0.85 -4.52 -1.21
H 1.23 -5.21 -2.82
H 1.97 -3.67 -2.29
H -0.77 -6.12 -3.18
H -3.00 -7.18 -3.14
H -5.00 -5.81 -2.71
H -4.86 -2.10 -2.33
H -4.64 -2.90 0.03
H -6.34 -2.54 -0.36
H -5.77 -4.23 -0.32
H -6.08 -3.55 -4.00
H -6.70 -4.53 -2.65
H -7.17 -2.83 -2.79
H -1.00 -2.08 1.22
H -2.18 -3.27 0.68
H -0.54 -3.25 -0.07
H -1.68 0.74 1.10
H -0.62 1.56 -0.14
C 6.33 0.34 -1.01
N 5.63 -0.68 -0.24
C 6.40 -1.73 0.26
C 7.82 -1.63 0.23
C 8.59 -2.52 0.97
C 8.00 -3.59 1.65
C 6.60 -3.72 1.63
C 5.81 -2.81 0.93
C 4.32 -0.36 0.24
C 3.21 -1.17 0.02
C 1.93 -0.82 0.43
C 1.68 0.37 1.13
C 0.27 0.62 1.60
C 0.26 1.78 2.67
C 0.05 1.55 4.05
C 0.25 2.55 5.00
C 0.62 3.87 4.65
N 0.96 4.86 5.58
C 1.51 6.10 5.04
C 1.06 4.66 6.98
C 2.19 5.18 7.65
C 2.35 5.02 9.02
C 1.37 4.35 9.77
C 0.22 3.87 9.12
C 0.07 4.02 7.74
C 0.74 4.13 3.27
C 0.65 3.09 2.34
C 2.83 1.16 1.41
C 4.11 0.85 0.91
H 5.63 0.87 -1.66
H 6.84 1.08 -0.37
H 7.09 -0.14 -1.63
H 8.30 -0.83 -0.33
H 9.67 -2.39 1.00
H 8.61 -4.33 2.18
H 6.11 -4.53 2.15
H 4.72 -2.89 0.89
H 3.33 -2.11 -0.53
H 1.11 -1.52 0.29
H -0.09 -0.28 2.14
H -0.22 0.54 4.36
H 0.06 2.32 6.05
H 1.66 6.81 5.87
H 2.48 5.97 4.54
H 0.81 6.57 4.33
H 2.95 5.68 7.05
H 3.25 5.42 9.48
H 1.51 4.22 10.84
H -0.58 3.41 9.70
H -0.83 3.69 7.21
H 1.01 5.13 2.89
H 1.04 3.30 1.36
H 2.76 2.04 2.06
H 4.94 1.54 1.07
```

Computed properties:
Net charge ... +1

What are the DFT total energy values for these records? In order: -5275.46286; -5275.50813; -2407.69230 Ha.
What are the HOMO energy values for these records? In order: -1.03; -1.34; -9.23 eV.